(1)
The following is a quantum chemistry calculation of a molecular structure, C37H40BClCsF9N8O5S2, from OMol25.

Cartesian coordinates (Å):
Cs1 -1.02 -1.23 -0.69
C1 1.96 -2.35 -3.68
C2 1.31 -3.58 -3.15
C3 1.08 -4.81 -3.80
C4 0.44 -5.59 -2.87
C5 -0.12 -6.97 -3.00
N1 0.32 -4.86 -1.74
N2 0.84 -3.62 -1.92
B1 -0.49 -5.18 -0.48
N3 0.27 -4.65 0.77
N4 0.08 -3.43 1.30
C6 0.99 -3.28 2.25
C7 1.03 -2.04 3.09
C8 1.82 -4.42 2.32
C9 1.32 -5.27 1.35
C10 1.82 -6.61 0.92
N5 -1.88 -4.52 -0.60
N6 -2.29 -3.99 -1.79
C11 -3.54 -3.60 -1.62
C12 -4.30 -2.97 -2.74
C13 -3.97 -3.87 -0.30
C14 -2.88 -4.46 0.31
C15 -2.72 -4.98 1.70
H1 1.61 -2.12 -4.69
H2 1.74 -1.50 -3.03
H3 3.05 -2.45 -3.72
H4 1.34 -5.09 -4.82
H5 0.12 -7.37 -3.98
H6 0.28 -7.64 -2.24
H7 -1.21 -6.96 -2.89
H8 -0.60 -6.38 -0.37
H9 0.69 -1.18 2.52
H10 0.39 -2.13 3.97
H11 2.04 -1.83 3.43
H12 2.65 -4.59 2.98
H13 2.70 -6.87 1.50
H14 1.06 -7.38 1.05
H15 2.09 -6.60 -0.14
H16 -3.64 -2.87 -3.60
H17 -5.16 -3.58 -3.03
H18 -4.68 -1.98 -2.46
H19 -4.91 -3.60 0.15
H20 -3.70 -5.11 2.16
H21 -2.20 -5.94 1.70
H22 -2.13 -4.29 2.30
S1 -0.12 3.48 5.26
C16 -0.18 3.65 3.62
N7 0.46 4.60 2.93
C17 0.03 4.91 1.57
C18 -1.47 4.72 1.51
N8 -1.76 3.33 1.83
C19 -2.83 2.66 1.07
C20 -2.64 2.80 -0.42
C21 -1.45 2.39 -1.00
C22 -1.27 2.45 -2.38
C23 -2.29 2.95 -3.17
C24 -3.48 3.38 -2.59
C25 -3.65 3.30 -1.22
C26 -1.04 2.72 2.78
S2 -1.03 1.10 3.09
C27 1.35 5.55 3.58
C28 2.60 5.82 2.77
C29 3.35 4.76 2.27
C30 4.51 4.99 1.56
C31 4.94 6.30 1.34
C32 4.20 7.36 1.84
C33 3.03 7.12 2.55
H23 0.53 4.27 0.84
H24 0.30 5.95 1.36
H25 -1.84 4.92 0.50
H26 -1.97 5.40 2.21
H27 -3.79 3.08 1.37
H28 -2.83 1.62 1.37
H29 -0.63 1.99 -0.40
H30 -0.34 2.09 -2.79
H31 -2.17 2.99 -4.25
H32 -4.29 3.75 -3.22
H33 -4.59 3.58 -0.77
H34 1.60 5.13 4.56
H35 0.81 6.49 3.77
H36 3.01 3.74 2.43
H37 5.06 4.16 1.16
H38 5.84 6.48 0.77
H39 4.52 8.38 1.66
H40 2.44 7.95 2.92
O1 -6.16 -0.86 -0.50
Cl1 -5.01 -0.07 -0.11
O2 -5.45 1.24 0.33
O3 -4.31 -0.73 0.97
O4 -4.11 0.08 -1.24
F1 4.87 1.20 -1.62
C34 3.67 0.58 -1.78
F2 3.80 -0.64 -1.23
F3 3.51 0.40 -3.10
C35 2.45 1.35 -1.16
O5 1.30 0.85 -1.54
C36 2.59 2.86 -1.60
F4 1.47 3.55 -1.32
F5 3.61 3.53 -1.01
F6 2.79 2.96 -2.93
C37 2.59 1.29 0.40
F7 1.75 2.19 0.98
F8 2.26 0.09 0.87
F9 3.83 1.57 0.89

As for the maximum force: 0.27 eV/A. The HOMO energy comes out at -3.7 eV. Its total charge is -2. The HOMO-LUMO gap is 7.240 eV. For the LUMO energy, the calculation gives 3.6 eV. The energy above the lowest of the compared OMol25 structures with the same formula, charge and spin is 13.2 kJ/mol.

Löwdin atomic charge list, values in e, 5 entries: 0.9184 -0.0400 -0.3612 -0.0068 -0.3058

---

(2)
The following is a quantum chemistry calculation of a molecular structure, C37H40BrNO2PSiTeTi in a non-equilibrium geometry, from OMol25.

Cartesian coordinates (Å):
Ti1 0.22 -0.36 -0.20
O1 2.00 -0.82 0.47
C1 1.33 -0.16 1.37
C2 1.49 0.00 2.77
C3 2.69 -0.12 3.48
C4 2.69 0.01 4.86
C5 1.49 0.23 5.55
C6 0.29 0.34 4.85
C7 0.28 0.26 3.47
P1 -1.16 0.29 2.34
C8 -2.58 0.26 3.53
C9 -3.28 -0.94 3.62
C10 -4.30 -1.11 4.55
C11 -4.64 -0.07 5.40
C12 -3.96 1.14 5.31
C13 -2.93 1.30 4.39
C14 -1.22 2.09 1.87
C15 -2.45 2.68 1.58
C16 -2.54 4.01 1.20
C17 -1.39 4.78 1.09
C18 -0.16 4.21 1.36
C19 -0.07 2.87 1.74
H1 3.61 -0.31 2.94
H2 3.62 -0.06 5.41
H3 1.49 0.29 6.63
H4 -0.63 0.47 5.40
H5 -3.01 -1.76 2.95
H6 -4.83 -2.06 4.61
H7 -5.43 -0.19 6.12
H8 -4.22 1.96 5.97
H9 -2.41 2.25 4.33
H10 -3.36 2.09 1.65
H11 -3.51 4.45 0.98
H12 -1.45 5.82 0.78
H13 0.75 4.79 1.27
H14 0.90 2.44 1.94
C20 -2.17 -3.39 -3.68
C21 -1.71 -3.34 -2.25
C22 -2.17 -4.28 -1.31
C23 -1.65 -4.21 -0.01
C24 -0.79 -3.21 0.33
Br1 -0.03 -3.26 2.07
N1 -0.37 -2.22 -0.53
C25 -0.84 -2.37 -1.85
H15 -2.39 -4.42 -3.98
H16 -1.41 -2.99 -4.36
H17 -3.08 -2.80 -3.83
H18 -2.87 -5.06 -1.59
H19 -1.90 -4.95 0.74
H20 -0.46 -1.65 -2.56
C26 7.06 -2.00 -3.59
C27 5.74 -1.37 -3.24
C28 5.62 -0.51 -2.16
C29 4.41 0.12 -1.85
C30 4.35 1.02 -0.64
C31 3.29 -0.12 -2.65
Te1 1.47 0.92 -2.28
C32 3.38 -1.01 -3.73
C33 2.20 -1.36 -4.60
C34 4.61 -1.61 -4.01
H21 7.77 -1.91 -2.76
H22 7.51 -1.52 -4.47
H23 6.94 -3.06 -3.82
H24 6.49 -0.32 -1.53
H25 5.31 1.05 -0.13
H26 3.58 0.68 0.05
H27 4.08 2.04 -0.94
H28 1.44 -1.90 -4.02
H29 2.50 -2.00 -5.43
H30 1.71 -0.47 -5.00
H31 4.68 -2.31 -4.85
C35 -2.29 0.56 -3.57
Si1 -2.21 1.34 -1.88
C36 -3.98 1.41 -1.24
C37 -1.58 3.09 -2.10
O2 -1.28 0.51 -0.82
H32 -2.93 1.18 -4.21
H33 -2.72 -0.45 -3.53
H34 -1.29 0.50 -4.02
H35 -4.69 1.36 -2.07
H36 -4.16 2.33 -0.69
H37 -4.18 0.56 -0.57
H38 -2.39 3.82 -2.03
H39 -1.08 3.20 -3.07
H40 -0.84 3.33 -1.32

As for the maximum force: 1.15 eV/A. The HOMO energy (spin up / spin down) comes out at -2.8 / -4.5 eV. Its total charge is -1. The HOMO-LUMO gap (spin up / spin down) is 5.300 / 7.067 eV. For the LUMO energy (spin up / spin down), the calculation gives 2.5 / 2.5 eV. Its multiplicity is 3. The energy above the lowest of the compared OMol25 structures with the same formula, charge and spin is 0.0 kJ/mol.

Löwdin atomic charge list, values in e, 5 entries: 0.6188 -0.2337 -0.4752 -0.2842 -0.0262

---

(3)
The following is a quantum chemistry calculation of 12 unconnected molecules or ions with the total composition C37H40F11NO36 in a non-equilibrium geometry, from OMol25.

Cartesian coordinates (Å):
N1 3.30 -0.01 4.61
C1 3.08 0.75 3.41
C2 1.62 1.17 3.18
C3 0.84 1.64 4.40
O1 -0.35 0.85 4.29
C4 -0.04 -0.27 3.61
O2 -0.56 -1.29 3.79
O3 0.92 -0.01 2.71
H1 3.03 0.48 5.45
H2 2.85 -0.91 4.56
H3 3.31 0.09 2.58
H4 3.72 1.61 3.32
H5 1.53 1.94 2.43
H6 0.71 2.71 4.31
H7 1.26 1.38 5.36
C5 -2.16 4.89 4.43
C6 -2.87 5.32 3.16
O4 -1.83 5.94 2.42
C7 -0.67 5.35 2.80
O5 0.36 5.42 2.20
O6 -0.84 4.64 3.94
F1 -3.84 6.23 3.42
H8 -2.14 5.69 5.18
H9 -2.59 4.00 4.87
H10 -3.28 4.50 2.58
C8 -4.04 1.41 -0.91
C9 -3.73 1.04 0.51
O7 -3.63 2.31 1.14
C10 -4.43 3.17 0.44
O8 -4.74 4.24 0.85
O9 -4.79 2.64 -0.74
F2 -2.54 0.40 0.62
H11 -3.14 1.61 -1.49
H12 -4.64 0.67 -1.43
H13 -4.50 0.45 1.01
C11 7.42 1.95 0.83
C12 6.96 1.19 2.05
O10 5.74 1.84 2.38
C13 5.23 2.33 1.21
O11 4.11 2.70 1.06
O12 6.17 2.33 0.24
F3 7.83 1.33 3.08
H14 7.99 2.84 1.09
H15 8.00 1.34 0.15
H16 6.77 0.13 1.88
C14 -5.24 -2.92 -3.72
C15 -4.62 -2.11 -2.61
O13 -5.76 -1.70 -1.85
C16 -6.72 -2.66 -2.03
O14 -7.68 -2.77 -1.35
O15 -6.41 -3.47 -3.07
F4 -3.99 -1.01 -3.07
H17 -5.55 -2.31 -4.56
H18 -4.59 -3.71 -4.08
H19 -3.94 -2.67 -1.96
C17 -3.19 0.62 -7.42
C18 -2.35 -0.04 -6.36
O16 -3.28 -0.92 -5.75
C19 -4.20 -1.24 -6.68
O17 -4.98 -2.14 -6.58
O18 -4.13 -0.41 -7.74
F5 -1.90 0.85 -5.44
H20 -3.72 1.49 -7.04
H21 -2.62 0.91 -8.30
H22 -1.51 -0.62 -6.73
C20 3.01 -1.84 0.28
C21 2.57 -3.26 0.00
O19 3.80 -3.92 -0.22
C22 4.76 -3.26 0.49
O20 5.83 -3.68 0.73
O21 4.29 -2.04 0.88
F6 1.80 -3.34 -1.12
H23 3.13 -1.27 -0.64
H24 2.34 -1.31 0.95
H25 2.04 -3.73 0.83
C23 1.49 2.81 -2.94
C24 0.63 3.70 -2.08
O22 -0.66 3.15 -2.26
C25 -0.50 1.83 -2.55
O23 -1.36 1.02 -2.50
O24 0.79 1.56 -2.87
F7 0.64 4.98 -2.51
H26 1.52 3.15 -3.97
H27 2.51 2.71 -2.57
H28 0.88 3.69 -1.01
C26 1.69 -0.50 9.81
C27 0.99 -0.09 8.53
O25 2.05 0.49 7.79
C28 3.22 -0.11 8.20
O26 4.24 -0.05 7.61
O27 3.01 -0.78 9.36
F8 0.04 0.84 8.74
H29 1.71 0.32 10.53
H30 1.24 -1.37 10.28
H31 0.57 -0.92 7.96
C29 -8.79 -3.81 1.78
C30 -8.17 -3.00 2.89
O28 -9.31 -2.59 3.64
C31 -10.27 -3.55 3.46
O29 -11.23 -3.66 4.13
O30 -9.95 -4.36 2.42
F9 -7.53 -1.90 2.42
H32 -9.09 -3.19 0.94
H33 -8.13 -4.60 1.42
H34 -7.49 -3.55 3.54
C32 12.30 0.44 -0.79
C33 11.67 1.45 0.14
O31 10.30 1.06 0.12
C34 10.26 -0.28 -0.14
O32 9.31 -0.96 0.02
O33 11.46 -0.70 -0.61
F10 11.78 2.71 -0.33
H35 12.24 0.77 -1.83
H36 13.33 0.22 -0.54
H37 12.03 1.41 1.17
C35 -3.27 -3.95 -10.86
C36 -2.71 -5.14 -10.11
O34 -1.89 -4.52 -9.13
C37 -2.42 -3.29 -8.89
O35 -2.14 -2.61 -7.95
O36 -3.31 -2.95 -9.84
F11 -1.95 -5.93 -10.89
H38 -2.59 -3.63 -11.66
H39 -4.25 -4.13 -11.28
H40 -3.47 -5.75 -9.61

As for the maximum force: 3.73 eV/A. Its SMILES is NC[C@@H]1COC(=O)O1.O=C1OC[C@@H](F)O1.O=C1OC[C@@H](F)O1.O=C1OC[C@@H](F)O1.O=C1OC[C@@H](F)O1.O=C1OC[C@@H](F)O1.O=C1OC[C@@H](F)O1.O=C1OC[C@@H](F)O1.O=C1OC[C@@H](F)O1.O=C1OC[C@@H](F)O1.O=C1OC[C@@H](F)O1.O=C1OC[C@@H](F)O1. The HOMO energy comes out at -9.2 eV. The HOMO-LUMO gap is 9.524 eV. For the LUMO energy, the calculation gives 0.3 eV.

Löwdin atomic charge list, values in e, 5 entries: 0.0575 -0.1987 -0.2161 -0.0607 0.0663

---

(4)
The following is a quantum chemistry calculation of a molecular structure, C37H41AsF6O3P3PdS in a non-equilibrium geometry, from OMol25.

Cartesian coordinates (Å):
Pd1 -0.50 0.67 -2.18
C1 -2.11 -0.47 0.54
C2 -1.48 0.12 1.79
P1 0.09 -0.86 2.12
C3 -0.35 -1.93 3.47
C4 0.07 -3.27 3.36
C5 0.04 -4.09 4.51
C6 -0.71 -3.68 5.59
C7 -1.25 -2.40 5.67
C8 -1.01 -1.49 4.64
C9 1.39 0.19 2.90
C10 1.56 1.51 2.41
C11 1.82 2.54 3.38
C12 2.27 2.20 4.64
C13 2.35 0.86 4.99
C14 1.98 -0.15 4.12
P2 -1.14 -2.00 0.31
C15 -0.65 -2.01 -1.39
C16 -1.23 -2.94 -2.29
C17 -0.71 -3.08 -3.59
C18 0.46 -2.38 -3.95
C19 1.08 -1.49 -3.06
C20 0.47 -1.16 -1.82
C21 -2.08 -3.46 0.76
C22 -3.41 -3.44 1.32
C23 -4.05 -4.69 1.60
C24 -3.39 -5.90 1.42
C25 -2.06 -5.90 0.96
C26 -1.44 -4.71 0.57
H1 -1.89 0.27 -0.30
H2 -3.19 -0.68 0.62
H3 -2.16 0.06 2.64
H4 -1.25 1.20 1.68
H5 0.62 -3.65 2.46
H6 0.37 -5.14 4.41
H7 -0.81 -4.33 6.44
H8 -1.86 -2.07 6.53
H9 -1.26 -0.42 4.77
H10 1.77 1.04 0.35
H11 1.70 3.58 3.12
H12 2.65 2.96 5.32
H13 2.74 0.61 6.03
H14 1.93 -1.19 4.42
H15 -2.09 -3.53 -1.88
H16 -1.18 -3.74 -4.28
H17 0.91 -2.53 -4.89
H18 2.09 -1.07 -3.27
H19 1.07 -0.68 -1.02
H20 -3.94 -2.53 1.60
H21 -5.10 -4.64 1.86
H22 -3.91 -6.83 1.70
H23 -1.52 -6.85 0.85
H24 -0.45 -4.74 0.11
C27 -0.94 1.33 -5.63
As1 0.37 1.54 -4.16
C28 1.34 3.24 -3.62
C29 2.09 0.92 -4.90
H25 -1.79 2.02 -5.44
H26 -1.33 0.28 -5.53
H27 -0.52 1.53 -6.63
H28 2.18 2.93 -2.96
H29 0.69 3.84 -2.99
H30 1.61 3.77 -4.52
H31 2.38 1.51 -5.79
H32 2.13 -0.14 -5.28
H33 2.84 1.07 -4.12
F1 3.32 0.82 -1.68
P3 4.29 -0.32 -0.94
F2 5.24 -1.45 -0.16
F3 2.96 -0.96 -0.19
F4 4.53 0.76 0.27
F5 5.58 0.33 -1.71
F6 4.06 -1.39 -2.16
C30 1.53 1.80 1.06
C31 1.29 3.11 0.53
C32 2.20 3.67 -0.42
C33 2.07 4.98 -0.85
C34 0.98 5.77 -0.38
C35 0.09 5.21 0.53
C36 0.25 3.93 1.01
H34 2.97 2.99 -0.78
H35 2.77 5.41 -1.56
H36 0.89 6.83 -0.65
H37 -0.76 5.88 0.90
H38 -0.39 3.46 1.74
C37 -3.87 3.50 -1.36
S1 -2.79 2.45 -2.40
O1 -1.87 1.92 -1.27
O2 -1.93 3.25 -3.30
O3 -3.50 1.37 -3.08
H39 -3.30 4.46 -1.24
H40 -4.13 3.00 -0.47
H41 -4.79 3.72 -1.92

As for the maximum force: 2.90 eV/A. The HOMO energy (spin up / spin down) comes out at -4.9 / -8.8 eV. The HOMO-LUMO gap (spin up / spin down) is 4.962 / 6.091 eV. For the LUMO energy (spin up / spin down), the calculation gives 0.1 / -2.8 eV. Its multiplicity is 6.

Löwdin atomic charge list, values in e, 5 entries: 0.8765 -0.3418 -0.3335 1.0409 -0.4052

---

(5)
The following is a quantum chemistry calculation of a molecular structure, C37H41AuN13S in a non-equilibrium geometry, from OMol25.

Cartesian coordinates (Å):
Au1 0.20 -0.14 -0.57
S1 0.93 0.53 -2.81
C1 2.30 1.36 -2.21
N1 2.80 2.46 -2.62
N2 2.22 3.15 -3.60
C2 2.51 4.48 -3.81
C3 3.73 5.02 -3.41
C4 3.98 6.37 -3.58
C5 3.02 7.19 -4.16
C6 1.82 6.65 -4.58
C7 1.56 5.31 -4.41
N3 3.06 0.73 -1.10
N4 2.39 -0.35 -0.50
C8 3.06 -1.53 -0.34
C9 4.29 -1.87 -0.94
C10 4.92 -3.05 -0.61
C11 4.33 -3.94 0.28
C12 3.10 -3.64 0.84
C13 2.46 -2.47 0.52
H1 1.36 2.76 -3.99
H2 4.48 4.37 -2.97
H3 4.92 6.78 -3.26
H4 3.22 8.25 -4.28
H5 1.07 7.28 -5.05
H6 0.61 4.89 -4.72
H7 4.77 -1.22 -1.67
H8 5.88 -3.28 -1.05
H9 4.84 -4.86 0.53
H10 2.63 -4.33 1.53
H11 1.50 -2.23 0.94
C14 0.23 4.55 -1.13
N5 1.30 3.93 -0.37
C15 2.44 4.77 -0.11
C16 1.12 2.72 0.20
N6 -0.03 2.10 0.24
C17 -1.21 2.65 0.65
C18 -1.10 3.72 1.55
C19 -2.20 4.35 2.10
C20 -3.45 3.89 1.79
C21 -3.62 2.77 0.95
C22 -4.94 2.33 0.74
C23 -5.19 1.22 -0.03
C24 -4.13 0.57 -0.63
C25 -2.80 0.99 -0.51
N7 -1.87 0.23 -1.18
C26 -2.15 -0.41 -2.32
N8 -2.83 0.19 -3.33
C27 -3.13 1.60 -3.35
C28 -3.57 -0.57 -4.32
N9 -1.72 -1.67 -2.52
C29 -1.08 -2.14 -3.73
C30 -1.55 -2.57 -1.40
C31 -2.50 2.12 0.33
N10 2.23 2.09 0.74
C32 3.37 1.79 -0.03
C33 1.99 1.28 1.93
H12 -0.41 5.15 -0.49
H13 -0.37 3.77 -1.60
H14 0.67 5.18 -1.90
H15 2.09 5.77 0.15
H16 3.08 4.86 -1.00
H17 3.02 4.39 0.73
H18 -0.11 4.04 1.83
H19 -2.06 5.19 2.76
H20 -4.33 4.36 2.21
H21 -5.75 2.87 1.22
H22 -6.20 0.86 -0.16
H23 -4.32 -0.32 -1.21
H24 -2.42 2.15 -2.74
H25 -4.14 1.79 -2.99
H26 -3.05 1.95 -4.38
H27 -3.62 -1.62 -4.05
H28 -3.13 -0.46 -5.31
H29 -4.59 -0.18 -4.36
H30 -1.12 -1.38 -4.51
H31 -1.56 -3.06 -4.08
H32 -0.03 -2.35 -3.52
H33 -2.09 -2.21 -0.54
H34 -0.50 -2.70 -1.13
H35 -1.94 -3.55 -1.69
H36 3.74 2.65 -0.59
H37 3.96 0.41 -1.49
H38 4.15 1.38 0.62
H39 1.91 1.94 2.79
H40 2.81 0.59 2.08
H41 1.07 0.70 1.85
N11 -0.37 -1.13 1.21
C34 -0.86 -1.13 2.27
C35 -1.36 -1.16 3.53
C36 -1.28 -0.01 4.32
N12 -1.19 0.95 4.94
C37 -1.89 -2.35 4.05
N13 -2.31 -3.33 4.47

As for the maximum force: 2.67 eV/A. The HOMO energy (spin up / spin down) comes out at -9.8 / -9.8 eV. Its total charge is +1. The HOMO-LUMO gap (spin up / spin down) is 4.419 / 4.418 eV. For the LUMO energy (spin up / spin down), the calculation gives -5.3 / -5.3 eV. The energy above the lowest of the compared OMol25 structures with the same formula, charge and spin is 107.2 kJ/mol.

Löwdin atomic charge list, values in e, 5 entries: 1.0499 0.7778 -0.7219 0.0603 0.0206

---

Question: Among the records above, which one has the lowest maximum force?
Answer: C37H40BClCsF9N8O5S2

---

Question: What is the maximum force in the fifth record?
Answer: 2.67 eV/A

---

Question: Among the records above, which one has the lowest maximum force?
Answer: C37H40BClCsF9N8O5S2